w | Computed, not measured: a 2-piece molecular cluster, C5H17N2O overall, with ωB97M-V with the def2-TZVPD basis set.

The geometry in XYZ format:
```
25
C5H17N2O | the OMol25 dataset | ωB97M-V with the def2-TZVPD basis set
O 2.95284 -1.51487 -0.77996
N -0.24301 0.20848 1.76619
N -0.68097 1.45917 -1.89592
C -0.17908 -0.91675 -0.45963
C -1.64884 -0.52076 -0.64440
C 0.45814 0.08692 3.05699
C 0.59736 -0.13066 0.60087
C -1.95115 0.78016 -1.41285
H 0.15207 0.93908 -1.58361
H -0.59287 1.48151 -2.90792
H 0.41460 -0.95119 -1.38237
H 0.93929 -0.87441 3.09643
H -2.11010 -0.49214 0.34084
H 3.59373 -0.90207 -0.39746
H 1.36711 -0.76799 1.00713
H -0.60442 1.15179 1.67760
H -2.46052 1.48078 -0.75737
H 1.06956 0.77856 0.20234
H -2.54911 0.54607 -2.27469
H -2.09415 -1.34803 -1.19817
H 1.24075 0.85074 3.14980
H -0.25291 -1.95333 -0.13158
H -0.25787 0.26106 3.84475
H -0.64020 2.41042 -1.52319
H 3.47977 -2.06254 -1.39385
```

**Multiplicity**: 1
**Molecular weight**: 121.20 g/mol
**Gap between HOMO and LUMO**: 8.5 eV
**HOMO energy**: -12.05 eV
**Net charge**: +1

Atomic partial charges in e from the Löwdin method, atoms 1 to 8: -0.060, -0.130, 0.199, -0.204, -0.172, -0.102, -0.251, -0.102

=====

x | Computed, not measured: a 2-piece molecular cluster, C5H17N2O overall, with ωB97M-V with the def2-TZVPD basis set.

The geometry in XYZ format:
```
25
C5H17N2O | the OMol25 dataset | ωB97M-V with the def2-TZVPD basis set
O -2.63848 -0.52971 -2.14745
N 1.97088 -1.63620 0.95184
N -0.31660 0.74519 -1.25629
C 2.07516 -0.30470 0.37380
C -0.32862 0.75065 0.25134
C 1.12063 0.83036 0.74646
C 0.72482 -2.37771 0.74619
C -1.19428 1.89173 0.77418
H 1.08854 1.03965 1.80979
H -2.22042 1.56776 0.94852
H -0.31422 1.70360 -1.60500
H 1.50149 1.70620 0.19707
H -0.78734 2.22440 1.71849
H -1.21748 2.76060 0.10854
H -2.99673 0.03846 -2.86507
H 0.65949 -2.75221 -0.27482
H 0.47866 0.25179 -1.65162
H 2.05004 -1.51004 1.95864
H 0.80352 -3.29873 1.31654
H 2.05985 -0.42104 -0.71571
H 3.07405 0.03735 0.56415
H -0.17467 -1.82497 1.01284
H -3.42729 -1.03402 -1.90902
H -1.20360 0.32043 -1.58817
H -0.78739 -0.17885 0.53475
```

**Multiplicity**: 1
**Molecular weight**: 121.20 g/mol
**Gap between HOMO and LUMO**: 9.2 eV
**HOMO energy**: -12.32 eV
**Net charge**: +1

Atomic partial charges in e from the Löwdin method, atoms 1 to 8: -0.046, -0.102, 0.218, -0.236, -0.348, -0.133, -0.116, -0.019

=====

The most stable of them is x.

=====

w | Computed, not measured: one molecule with the formula C2H3NOS2, with ωB97M-V with the def2-TZVPD basis set.

The geometry in XYZ format:
```
9
C2H3NOS2 | the OMol25 dataset | ωB97M-V with the def2-TZVPD basis set
S -0.18890 -0.93884 1.84469
S -2.01014 0.97863 0.39376
O -0.00113 0.99066 -1.54889
N 1.26577 -0.76060 -0.80076
C 0.28191 0.16503 -0.73308
C -0.53509 -0.01153 0.59329
H 2.03352 -0.57240 -1.41552
H -2.33724 1.32089 1.60694
H 1.49128 -1.17183 0.05958
```

**Multiplicity**: 1
**Molecular weight**: 121.19 g/mol
**Gap between HOMO and LUMO**: 8.0 eV
**HOMO energy**: -9.14 eV

Atomic partial charges in e from the Löwdin method, atoms 1 to 8: 0.730, 0.806, 0.047, 0.150, -0.647, -1.068, 0.115, -0.150

=====

x | Computed, not measured: a 2-piece molecular cluster, C2H3NOS2 overall, with ωB97M-V with the def2-TZVPD basis set.

The geometry in XYZ format:
```
9
C2H3NOS2 | the OMol25 dataset | ωB97M-V with the def2-TZVPD basis set
S 1.38362 -2.19278 0.26439
S -2.32995 -0.57097 -0.18546
O 0.88548 0.45930 0.08864
N -1.72972 0.82247 -0.08259
C -1.13698 1.81071 0.12791
C 1.34715 -0.53012 -0.34956
H -1.28131 2.84913 0.10299
H 1.05656 -2.14131 1.46643
H 1.80515 -0.50642 -1.43275
```

**Multiplicity**: 1
**Molecular weight**: 121.19 g/mol
**Gap between HOMO and LUMO**: 9.0 eV
**HOMO energy**: -8.51 eV

Atomic partial charges in e from the Löwdin method, atoms 1 to 8: 0.806, 0.622, -0.072, -0.710, 0.046, -0.689, 0.079, -0.195

=====

y | Computed, not measured: a 2-piece molecular cluster, C2H3NOS2 overall, with ωB97M-V with the def2-TZVPD basis set.

The geometry in XYZ format:
```
9
C2H3NOS2 | the OMol25 dataset | ωB97M-V with the def2-TZVPD basis set
S -1.83581 1.74216 -1.19602
S -2.80466 -0.84338 -0.04994
O 2.55671 -1.84135 0.04715
N 1.54944 -0.16974 1.37510
C -1.66168 0.10731 -0.69021
C 2.09393 -1.10454 0.81667
H -0.80659 2.23233 -1.69010
H -0.67610 -0.34276 -0.87518
H 1.58476 0.21996 2.26251
```

**Multiplicity**: 1
**Molecular weight**: 121.19 g/mol
**Gap between HOMO and LUMO**: 8.6 eV
**HOMO energy**: -8.90 eV

Atomic partial charges in e from the Löwdin method, atoms 1 to 8: 0.768, 0.591, 0.159, 0.195, -1.170, -0.392, -0.201, -0.003

=====

The most stable of them is w.

=====

w | Computed, not measured: one molecule with the formula C2H3NOS2, with ωB97M-V with the def2-TZVPD basis set.

The geometry in XYZ format:
```
9
C2H3NOS2 | the OMol25 dataset | ωB97M-V with the def2-TZVPD basis set
S -2.42391 -1.38109 -1.43337
S 0.14849 2.33003 -0.14346
O -0.04321 -0.68881 -0.76702
N 0.80287 -0.20245 0.21923
C -1.33403 -0.81107 -0.42761
C 1.06433 1.10085 0.39015
H 1.87230 1.26334 1.06693
H -1.51847 -0.67918 0.61255
H 1.43164 -0.93162 0.48259
```

**Multiplicity**: 1
**Molecular weight**: 121.19 g/mol
**Gap between HOMO and LUMO**: 9.1 eV
**HOMO energy**: -9.02 eV

Atomic partial charges in e from the Löwdin method, atoms 1 to 8: 0.740, 0.656, -0.136, -0.068, -0.762, -0.704, 0.059, 0.065

=====

x | Computed, not measured: one molecule with the formula C2H3NOS2, with ωB97M-V with the def2-TZVPD basis set.

The geometry in XYZ format:
```
9
C2H3NOS2 | the OMol25 dataset | ωB97M-V with the def2-TZVPD basis set
S 1.92657 -0.01807 0.45347
S -2.23569 -0.38971 0.30662
O 1.49724 -1.42023 -0.21903
N 0.03140 -1.54329 0.20202
C 0.29407 0.78993 0.19596
C -0.57697 -0.41612 0.13551
H 0.08408 1.39967 -0.73326
H -0.47212 -2.28579 -0.23219
H 0.11645 1.48554 1.02882
```

**Multiplicity**: 1
**Molecular weight**: 121.19 g/mol
**Gap between HOMO and LUMO**: 8.8 eV
**HOMO energy**: -8.79 eV

Atomic partial charges in e from the Löwdin method, atoms 1 to 8: 0.913, 0.636, -0.488, -0.012, -0.416, -0.963, 0.111, 0.129

=====

y | Computed, not measured: one molecule with the formula C2H3NOS2, with ωB97M-V with the def2-TZVPD basis set.

The geometry in XYZ format:
```
9
C2H3NOS2 | the OMol25 dataset | ωB97M-V with the def2-TZVPD basis set
S 0.92888 0.06245 0.00563
S -0.74744 1.07153 2.61259
O 1.97792 -1.03429 -2.10735
N -1.45203 0.52054 1.19813
C 0.96866 -0.62194 -1.59871
C -0.83111 0.08865 0.17880
H -1.42111 -0.32108 -0.64461
H 0.58234 1.02726 2.32594
H -0.00612 -0.79313 -1.97042
```

**Multiplicity**: 1
**Molecular weight**: 121.19 g/mol
**Gap between HOMO and LUMO**: 9.7 eV
**HOMO energy**: -9.27 eV

Atomic partial charges in e from the Löwdin method, atoms 1 to 8: 0.977, 0.725, -0.003, -0.473, -0.595, -0.587, 0.079, -0.181

=====

z | Computed, not measured: C2H3NOS2 as an isolated structure, with ωB97M-V with the def2-TZVPD basis set.

The geometry in XYZ format:
```
9
C2H3NOS2 | the OMol25 dataset | ωB97M-V with the def2-TZVPD basis set
S -0.11003 -1.25929 -1.26040
S -0.75713 1.42336 0.26405
O -1.22691 -2.50795 0.81851
N 0.72188 1.32345 -0.39480
C 0.93872 0.31828 -1.08312
C -0.67507 -1.51782 0.47416
H 2.05800 0.36143 -1.42234
H -0.39148 -0.46108 1.16590
H -0.55798 2.31961 1.43803
```

**Multiplicity**: 1
**Molecular weight**: 121.19 g/mol
**Gap between HOMO and LUMO**: 9.0 eV
**HOMO energy**: -8.80 eV

Atomic partial charges in e from the Löwdin method, atoms 1 to 8: 0.829, 0.719, -0.009, -0.470, -0.570, -0.649, 0.115, 0.062

=====

The most stable of them is y.